Molecular formula: C34H32Cl5LaN4O5S
Method: DFT, ωB97M-V/def2-TZVPD

Computed properties:
- Orbital gap: 6.4 eV
- Highest occupied orbital energy: -7.7 eV
- DFT total energy: -4640.9300 Ha
- Strongest force on any atom: 3.6 eV/Å
- ΔE to the lowest compared entry with this formula, charge and spin: 115.39 kJ/mol

Geometry as XYZ:
```
82
Properties=species:S:1:pos:R:3:lowdin_charge:R:1
La -0.069 -0.943 -0.699 1.70
C 4.619 -0.824 2.990 -0.07
C 3.929 -2.000 3.262 -0.06
C 3.071 -2.537 2.318 -0.03
C 2.879 -1.869 1.123 -0.26
C 3.543 -0.690 0.851 -0.03
C 4.439 -0.179 1.777 -0.08
N 1.976 -2.363 0.109 -0.06
N 1.926 -3.573 0.032 0.12
C 0.971 -4.130 -0.916 -0.36
C 1.361 -5.249 -1.604 -0.02
C 0.465 -5.816 -2.500 -0.03
C -0.802 -5.278 -2.614 -0.03
C -1.109 -4.163 -1.859 -0.11
N -0.228 -3.576 -1.042 0.01
H 5.297 -0.411 3.725 0.11
H 4.056 -2.497 4.215 0.11
H 2.521 -3.450 2.511 0.11
H 3.390 -0.196 -0.101 0.09
H 4.983 0.729 1.555 0.11
H 2.362 -5.634 -1.461 0.12
H 0.756 -6.672 -3.095 0.12
H -1.543 -5.703 -3.280 0.12
H -2.089 -3.704 -1.917 0.11
Cl 1.623 0.667 -2.231 0.63
C 1.418 -0.517 -3.602 -1.38
Cl 2.126 -2.072 -2.997 0.66
Cl 2.275 0.055 -4.998 0.68
C -0.127 -0.897 -3.901 -0.80
O -0.470 -0.908 -5.050 0.06
O -0.737 -1.258 -2.825 -0.33
S -3.306 2.575 -4.491 1.06
C -2.300 1.288 -3.919 -0.46
N -1.146 1.615 -3.454 0.05
C -0.976 3.005 -3.533 -0.30
C 0.154 3.716 -3.116 -0.03
C 0.183 5.085 -3.283 -0.08
C -0.904 5.766 -3.856 -0.09
C -2.033 5.081 -4.258 -0.09
C -2.056 3.695 -4.084 -0.47
H -2.645 0.258 -3.982 0.09
H 0.986 3.190 -2.659 0.06
H 1.056 5.645 -2.965 0.10
H -0.859 6.841 -3.979 0.10
H -2.876 5.603 -4.696 0.11
Cl -4.760 0.995 -1.168 0.64
C -3.316 0.687 -0.194 -0.85
Cl -2.877 -1.089 -0.376 0.64
C -2.154 1.636 -0.587 -0.72
O -2.430 2.806 -0.634 0.08
O -1.016 1.051 -0.791 -0.33
H -3.570 0.836 0.848 0.06
C 0.611 3.538 0.751 -0.06
C 0.794 2.171 1.400 -0.37
C 1.885 2.211 2.474 -0.05
C -0.474 1.604 2.057 -0.15
C -1.406 2.440 2.666 -0.03
C -2.455 1.924 3.416 -0.09
C -2.509 0.556 3.628 -0.05
C -1.597 -0.316 3.025 -0.15
C -1.590 -1.784 3.459 -0.35
C -1.939 -2.801 2.367 -0.09
C -0.229 -2.129 4.076 -0.06
C -0.642 0.216 2.156 -0.30
O 0.124 -0.599 1.379 -0.40
H 1.522 3.820 0.211 0.08
H 0.429 4.312 1.503 0.08
H -0.224 3.541 0.049 0.06
H 1.124 1.473 0.622 0.08
H 1.555 2.826 3.316 0.09
H 2.813 2.639 2.077 0.08
H 2.099 1.208 2.849 0.07
H -1.318 3.515 2.541 0.11
H -3.186 2.583 3.867 0.10
H -3.269 0.142 4.288 0.11
H -2.347 -1.871 4.238 0.12
H -1.222 -2.761 1.548 0.03
H -2.939 -2.628 1.963 0.05
H -1.916 -3.814 2.781 0.08
H 0.558 -2.028 3.328 0.05
H -0.224 -3.157 4.458 0.08
H 0.005 -1.454 4.904 0.09
```

---

Molecular formula: C34H32CrN6O3
Method: DFT, ωB97M-V/def2-TZVPD

Computed properties:
- Orbital gap (alpha / beta): 7.4 / 7.2 eV
- Highest occupied orbital energy (alpha / beta): -9.8 / -10.0 eV
- DFT total energy: -2913.4733 Ha
- Strongest force on any atom: 2.1 eV/Å
- Expectation value of S²: 3.780
- Multiplicity: 4
- Total charge: +1

Geometry as XYZ:
```
76
Properties=species:S:1:pos:R:3:lowdin_charge:R:1
Cr -0.114 0.074 -0.044 0.93
C -3.021 -0.721 -0.573 -0.15
C -2.571 -2.133 -0.926 -0.08
C -1.243 -2.301 -1.620 -0.22
C -1.208 -3.158 -2.719 0.00
C -0.006 -3.489 -3.317 -0.02
C 1.155 -2.996 -2.741 -0.02
C 1.038 -2.133 -1.669 -0.09
N -0.125 -1.735 -1.146 0.04
N -2.295 -0.086 0.530 -0.20
C -2.670 1.335 0.568 -0.12
C -1.645 2.109 1.337 -0.23
C -1.981 3.116 2.227 0.01
C -0.969 3.816 2.868 -0.02
C 0.345 3.486 2.569 -0.02
C 0.598 2.466 1.668 -0.06
N -0.373 1.771 1.072 0.04
C -2.656 -0.674 1.823 -0.09
C -1.955 -1.962 2.162 -0.27
C -2.463 -2.809 3.141 -0.01
C -1.748 -3.951 3.464 -0.04
C -0.554 -4.203 2.804 -0.04
C -0.141 -3.304 1.834 -0.11
N -0.824 -2.216 1.522 0.07
H -4.095 -0.759 -0.335 0.14
H -2.886 -0.099 -1.459 0.12
H -3.341 -2.552 -1.578 0.13
H -2.551 -2.750 -0.025 0.12
H -2.134 -3.557 -3.105 0.12
H 0.027 -4.119 -4.192 0.12
H 2.130 -3.251 -3.128 0.12
H 1.937 -1.757 -1.200 0.11
H -3.678 1.478 0.981 0.15
H -2.660 1.716 -0.460 0.13
H -3.019 3.350 2.405 0.12
H -1.202 4.600 3.571 0.12
H 1.167 4.020 3.018 0.12
H 1.615 2.204 1.408 0.12
H -3.746 -0.819 1.882 0.14
H -2.378 0.045 2.603 0.14
H -3.395 -2.583 3.637 0.12
H -2.115 -4.631 4.218 0.11
H 0.032 -5.078 3.030 0.11
H 0.772 -3.456 1.277 0.12
C -3.482 3.049 -3.556 -0.07
O -2.652 1.963 -3.194 -0.10
C -1.330 2.016 -3.570 -0.19
C -0.864 2.533 -4.759 0.00
C 0.509 2.579 -5.020 -0.08
C 1.409 2.140 -4.082 -0.04
C 0.971 1.568 -2.871 -0.13
C 1.920 1.131 -1.915 -0.01
N 1.645 0.557 -0.774 -0.12
N 2.713 0.201 -0.043 0.06
C 2.359 -0.364 1.091 -0.45
O 1.126 -0.504 1.397 -0.13
C 3.447 -0.813 1.973 -0.15
C 3.196 -1.078 3.316 -0.02
C 4.223 -1.494 4.141 -0.08
C 5.500 -1.664 3.631 -0.08
C 5.754 -1.412 2.289 -0.07
C 4.735 -0.978 1.462 -0.02
C -0.427 1.452 -2.622 -0.23
O -0.904 0.878 -1.573 -0.16
H -4.471 2.801 -3.175 0.09
H -3.547 3.192 -4.636 0.08
H -3.134 3.976 -3.088 0.10
H -1.557 2.905 -5.496 0.11
H 0.852 2.980 -5.962 0.11
H 2.471 2.225 -4.260 0.11
H 2.973 1.280 -2.140 0.14
H 2.192 -0.944 3.691 0.11
H 4.029 -1.688 5.185 0.10
H 6.302 -1.981 4.278 0.11
H 6.748 -1.558 1.893 0.11
H 4.915 -0.767 0.419 0.11
```

---

Molecular formula: C34H32CrN9SbSe
Method: DFT, ωB97M-V/def2-TZVPD

Computed properties:
- Orbital gap (alpha / beta): 6.4 / 7.4 eV
- Highest occupied orbital energy (alpha / beta): -10.1 / -10.2 eV
- DFT total energy: -5493.3723 Ha
- Strongest force on any atom: 3.6 eV/Å
- ΔE to the lowest compared entry with this formula, charge and spin: 215.36 kJ/mol
- Expectation value of S²: 4.096
- Multiplicity: 4
- Total charge: +1

Geometry as XYZ:
```
78
Properties=species:S:1:pos:R:3:lowdin_charge:R:1
Cr 11.378 10.687 8.762 0.67
C 16.767 10.972 12.202 -0.04
C 16.509 9.655 11.551 -0.33
C 17.492 8.642 11.429 -0.01
C 17.206 7.498 10.690 -0.06
C 15.879 7.281 10.260 -0.11
C 14.936 8.315 10.513 -0.46
N 15.279 9.428 11.073 0.04
Sb 12.691 7.940 10.290 1.56
C 11.859 7.789 8.198 -0.40
C 11.340 6.559 7.759 -0.09
C 10.616 6.508 6.551 -0.02
C 10.570 7.684 5.799 -0.01
C 11.176 8.836 6.276 -0.35
C 11.547 9.925 5.349 -0.02
N 11.703 8.916 7.487 -0.04
C 10.846 9.137 10.836 -0.47
C 10.599 8.861 12.185 -0.19
C 9.305 9.003 12.640 -0.03
C 8.294 9.194 11.683 0.00
C 8.658 9.538 10.374 -0.29
C 7.507 9.702 9.458 -0.03
N 9.941 9.501 9.923 0.02
H 16.497 11.844 11.561 0.08
H 17.761 11.089 12.601 0.07
H 16.069 11.026 13.103 0.11
H 18.411 8.814 11.934 0.10
H 18.015 6.823 10.380 0.12
H 15.594 6.373 9.700 0.10
H 11.548 5.686 8.332 0.08
H 10.186 5.570 6.161 0.13
H 10.084 7.760 4.816 0.13
H 11.570 9.514 4.282 0.12
H 12.545 10.327 5.568 0.08
H 10.866 10.791 5.392 0.06
H 11.407 8.782 12.890 0.08
H 9.096 9.107 13.715 0.13
H 7.222 9.116 11.850 0.12
H 7.687 10.567 8.782 0.06
H 6.580 9.992 10.053 0.11
H 7.348 8.799 8.805 0.11
Se 11.666 11.997 13.308 0.59
C 11.714 11.942 11.517 -0.84
N 11.697 11.821 10.317 -0.07
N 16.692 9.913 7.397 0.14
N 15.506 10.504 7.879 -0.20
N 15.616 11.637 8.689 0.15
C 14.337 11.906 8.968 -0.16
N 13.490 10.997 8.405 -0.07
N 14.232 10.130 7.726 0.09
H 17.338 10.692 7.258 0.11
H 16.510 9.328 6.572 0.12
H 13.988 12.732 9.565 0.12
C 5.662 13.649 5.328 -0.07
C 5.830 12.281 5.145 -0.08
C 6.817 11.615 5.819 -0.05
C 7.817 12.270 6.541 -0.21
C 7.590 13.633 6.788 -0.01
C 6.530 14.319 6.194 -0.05
C 9.023 11.515 6.916 -0.11
C 10.097 11.967 7.550 -0.13
C 10.639 13.301 7.330 -0.28
C 10.639 14.242 8.398 -0.04
C 11.261 15.497 8.245 -0.06
C 11.913 15.808 7.048 -0.07
C 11.880 14.906 5.975 -0.06
C 11.220 13.689 6.122 -0.03
H 4.901 14.133 4.765 0.10
H 5.206 11.824 4.404 0.10
H 6.875 10.515 5.702 0.12
H 8.194 14.161 7.496 0.10
H 6.412 15.362 6.447 0.11
H 8.939 10.464 6.622 0.10
H 10.165 13.993 9.333 0.11
H 11.269 16.245 8.993 0.09
H 12.494 16.758 6.973 0.12
H 12.359 15.212 5.100 0.08
H 11.148 12.978 5.309 0.11
```